This record from OMol25 describes C15H20MnN7OS as an isolated structure. The level of theory is ωB97M-V with the def2-TZVPD basis set.

## Properties
**Total charge**: -1
**2S+1**: 6
**DFT total energy**: -70512.62012 eV
**<S²>**: 9.16
**Energy above the lowest of the compared OMol25 structures with the same formula, charge and spin**: 31.3 kcal per mole

Each line ends with the Mulliken spin population.
Element x y z (Å)
Mn  -0.76058  0.58893  -1.36818  4.408
C  4.29003  0.53479  1.05053  -0.001
N  3.45495  -0.14258  0.06666  0.002
C  4.07535  -0.22488  -1.24138  0.001
C  2.09585  0.20941  0.06109  -0.007
N  1.45338  0.69350  -0.91613  0.019
N  1.49819  -0.08899  1.28016  -0.003
C  0.19283  0.17550  1.66551  0.037
N  -0.02195  -0.17829  2.99353  0.002
N  -0.68012  0.62519  0.86707  -0.025
H  5.26667  0.05219  1.07478  0.000
H  3.85073  0.46812  2.04254  0.000
H  4.43224  1.59639  0.80741  0.000
H  5.03722  -0.72539  -1.13645  0.001
H  4.25273  0.76117  -1.69469  -0.001
H  3.44725  -0.81569  -1.90589  0.000
H  2.04092  0.93726  -1.70332  -0.008
H  1.93682  -0.84631  1.78000  0.001
H  0.69311  0.12444  3.63716  -0.001
H  -0.95211  0.02758  3.32077  -0.005
H  -1.58452  0.81100  1.28837  -0.020
O  -2.71329  0.74849  -1.15580  0.062
N  -3.15171  1.99897  -0.82308  0.248
C  -4.38225  2.06007  -0.17305  0.264
C  -4.86411  3.26095  0.27374  -0.178
C  -4.13545  4.43895  0.09235  0.378
C  -2.87024  4.33636  -0.56158  0.049
C  -2.38587  3.13462  -1.01286  0.068
S  -0.82221  2.96509  -1.78672  0.033
H  -4.89724  1.11498  -0.11115  0.042
H  -5.83346  3.27018  0.75894  -0.009
H  -4.50677  5.39337  0.43938  0.052
H  -2.25294  5.20891  -0.72520  -0.005
N  -0.49524  -1.14662  -1.90161  -0.500
C  -0.34457  -2.29324  -1.25806  0.077
C  -0.91168  -2.60594  0.01592  -0.016
C  -0.64942  -3.80527  0.65273  -0.024
C  0.16705  -4.78335  0.09074  0.057
C  0.70370  -4.52209  -1.17306  -0.026
C  0.46074  -3.33638  -1.83085  -0.001
H  -1.59285  -1.89443  0.46955  0.018
H  -1.11255  -3.98293  1.61919  -0.002
H  0.35754  -5.71922  0.60021  0.007
H  1.32775  -5.26790  -1.65727  -0.003
H  0.88608  -3.15689  -2.81200  0.009



This record from OMol25 describes C39H37HgN7OS4 as an isolated structure. The level of theory is ωB97M-V with the def2-TZVPD basis set.

## Properties
**Total charge**: -1
**2S+1**: 2
**DFT total energy**: -101037.84629 eV
**<S²>**: 0.77

Each line ends with the Mulliken spin population.
Element x y z (Å)
Hg  1.25789  0.19399  0.88641  -0.001
S  1.25224  2.63427  1.48128  -0.001
C  2.10930  2.92669  2.97127  0.000
C  2.72210  4.18536  3.10865  0.000
C  3.41850  4.53961  4.24621  0.000
C  3.51700  3.65403  5.31305  0.000
C  2.90255  2.41908  5.21486  0.000
C  2.20166  2.04619  4.06719  0.000
S  1.53661  0.39568  4.06502  0.000
C  -0.24014  0.64008  4.44605  0.000
C  -1.23913  0.62531  3.32237  0.006
C  -2.38442  1.40294  3.40298  -0.002
C  -3.39925  1.19980  2.48158  0.002
C  -3.24232  0.20630  1.52736  -0.009
C  -2.04186  -0.49134  1.47853  0.010
C  -1.89139  -1.59300  0.44887  -0.001
S  -0.23274  -2.07159  -0.13116  0.004
C  0.35861  -3.25203  1.15811  -0.002
C  -0.38562  -4.63951  1.07431  0.000
C  0.45753  -5.86624  1.09958  0.001
C  1.77610  -5.76349  1.30010  0.000
C  2.46871  -4.49700  1.36393  0.000
C  1.86591  -3.29121  1.20937  -0.001
S  2.82748  -1.85483  1.11143  0.000
N  -1.05778  -0.25856  2.33792  -0.002
H  2.63973  4.87620  2.27922  0.000
H  3.89731  5.51040  4.30142  0.000
H  4.06222  3.92593  6.20822  0.000
H  2.95194  1.71526  6.03606  0.000
H  -0.32829  1.54386  5.04610  0.000
H  -0.45593  -0.22582  5.07622  0.000
H  -2.48007  2.13876  4.19107  0.000
H  -4.29917  1.80065  2.50591  0.001
H  -4.02739  -0.00329  0.81323  0.006
H  -2.40802  -1.30295  -0.46743  0.000
H  -2.35994  -2.50252  0.83302  -0.002
H  -1.16083  -4.67884  0.30376  0.000
H  -0.03350  -6.82513  0.97865  0.000
H  2.38037  -6.66229  1.36334  0.000
H  3.54586  -4.50885  1.47425  0.000
C  -1.60434  -4.21550  4.82255  0.000
C  -1.76636  -4.81168  3.42702  0.000
C  -0.86409  -4.17835  2.42940  0.000
N  -0.24624  -3.05620  2.50081  0.000
H  -2.31739  -4.65558  5.51983  0.000
H  -1.75553  -3.13633  4.79248  0.000
H  -0.59394  -4.39445  5.19013  0.000
H  -2.79499  -4.67828  3.07300  0.000
H  -1.57281  -5.88685  3.43866  0.000
N  2.77794  0.60866  -1.12168  0.000
C  3.75913  0.58890  -1.72838  0.002
N  4.88781  0.58324  -2.41213  -0.001
C  5.36928  1.78999  -3.07096  0.000
C  6.88790  1.79878  -2.97598  0.000
O  7.43608  0.61778  -3.53591  0.000
C  6.98278  -0.53628  -2.84610  0.000
C  5.46624  -0.65977  -2.90409  0.000
H  4.94806  2.66609  -2.58143  0.000
H  5.07016  1.78935  -4.12581  0.000
H  7.18321  1.88512  -1.92228  0.000
H  7.30356  2.63492  -3.53684  0.000
H  7.30310  -0.49389  -1.79724  0.000
H  7.45158  -1.39074  -3.33212  0.000
H  5.12999  -1.48634  -2.27999  0.000
H  5.15256  -0.83547  -3.94004  0.000
N  -4.75294  2.37044  -3.31852  0.041
C  -5.57777  2.32076  -4.41749  0.011
C  -6.79594  2.90835  -4.70659  0.009
C  -7.36519  2.62550  -5.94778  0.055
C  -6.71947  1.78991  -6.85699  -0.036
C  -5.49568  1.19989  -6.56742  0.076
C  -4.91305  1.45495  -5.32474  -0.036
N  -3.73892  1.00662  -4.79024  0.121
C  -3.64196  1.56659  -3.58005  0.139
C  -2.57456  1.39545  -2.67038  0.093
C  -1.46778  0.55429  -2.99506  0.063
C  -0.43365  0.41734  -2.11508  0.039
N  -0.37172  1.02844  -0.90009  0.216
C  -1.40629  1.83943  -0.59451  -0.024
C  -2.48911  2.05188  -1.40629  0.113
H  -4.89307  2.92521  -2.49724  -0.004
H  -7.28855  3.56790  -4.00122  -0.002
H  -8.32113  3.06278  -6.20909  0.009
H  -7.18867  1.60136  -7.81604  0.001
H  -4.99343  0.56038  -7.28188  0.002
H  -1.47117  0.03773  -3.94496  0.029
H  0.41693  -0.21015  -2.36088  0.020
H  -1.33360  2.34587  0.36349  0.008
H  -3.25878  2.74009  -1.07217  0.047



This record from OMol25 describes C4H9NO2S as an isolated structure in a non-equilibrium geometry. The level of theory is ωB97M-V with the def2-TZVPD basis set.

## Properties
**2S+1**: 1
**DFT total energy**: -20708.73842 eV
**Energy above the lowest of the compared OMol25 structures with the same formula, charge and spin**: 145.2 kcal per mole

Each line ends with the Löwdin charge.
Element x y z (Å)
O  0.11932  -2.56820  0.77362  0.131
C  -0.48645  -1.95314  -0.20402  -0.610
O  -1.26522  -2.40903  -1.00049  0.133
C  -0.16069  -0.43443  -0.34844  -0.339
C  -0.05786  0.23498  1.03976  -0.236
C  0.53800  1.64033  1.02024  -0.748
S  -0.11377  2.69757  -0.13110  0.641
N  1.03879  -0.14374  -1.13192  0.050
H  -0.93926  -2.34833  1.00437  0.226
H  -1.03813  -0.03040  -0.85542  0.124
H  -1.05784  0.26213  1.47434  0.126
H  0.60913  -0.40230  1.63055  0.114
H  0.49799  2.05841  2.02394  0.070
H  1.79110  1.45127  0.68058  -0.005
H  2.60901  1.38531  0.76832  0.198
H  0.90130  0.71735  -1.63893  0.041
H  1.25447  -0.89923  -1.76719  0.084



What is the formula in the second record?
C39H37HgN7OS4



Which value of 2S+1 does entry 3 give?
1